Computed, not measured: a cluster of 11 separate species, C79H177N11O11 in total at a distorted geometry, with wB97M-V/def2-TZVPD.

Last column: Mulliken charge in e.
CARTESIAN COORDINATES (ANGSTROEM)
C  26.62576  -4.08932  33.78682  -1.22
C  27.02685  -2.55685  33.87803  0.19
C  25.93877  -1.74616  33.13017  -0.62
O  25.99799  -0.33410  33.23783  -0.36
C  24.92379  0.32030  32.48472  -0.74
N  27.24142  -2.17441  35.25826  -0.65
H  25.91792  -4.26790  34.59626  0.33
H  27.52326  -4.67554  33.98423  0.34
H  26.20472  -4.30893  32.80571  0.32
H  27.98415  -2.39546  33.38242  0.30
H  24.97475  -2.00432  33.56846  0.37
H  25.99952  -2.05496  32.08659  0.33
H  24.99036  0.55974  31.42343  0.31
H  25.04902  1.35020  32.81896  0.28
H  23.96607  -0.17478  32.64520  0.29
H  27.19934  -1.18304  35.44671  0.27
H  26.49807  -2.59266  35.79918  0.25
C  22.08623  -9.84015  24.87356  -1.39
C  23.33351  -9.06886  24.38954  0.49
C  22.91835  -7.95700  23.47874  -0.53
O  22.48734  -8.47961  22.21034  -0.36
C  22.46950  -7.41747  21.22538  -0.75
N  23.95504  -8.71045  25.60722  -0.63
H  22.31306  -10.61499  25.60586  0.38
H  21.57073  -10.21448  23.98912  0.35
H  21.40755  -9.15028  25.37511  0.27
H  24.08720  -9.74709  23.98948  0.24
H  23.71011  -7.23832  23.26728  0.37
H  22.08342  -7.40908  23.91552  0.24
H  23.47703  -7.20363  20.86865  0.29
H  21.93990  -6.55382  21.62751  0.30
H  21.96209  -7.62429  20.28312  0.30
H  24.72336  -8.05645  25.56151  0.21
H  24.41071  -9.50762  26.02792  0.24
C  27.28579  -11.20275  34.82864  -1.39
C  26.12433  -10.47760  34.12957  0.36
C  25.78308  -11.24686  32.83891  -0.59
O  25.08963  -12.49288  33.08483  -0.34
C  24.69433  -13.18988  31.88666  -0.79
N  25.04454  -10.35941  35.16514  -0.73
H  27.64516  -10.67289  35.71079  0.39
H  28.14126  -11.10694  34.15999  0.39
H  27.22796  -12.28732  34.92067  0.30
H  26.52929  -9.47934  33.96343  0.35
H  26.72350  -11.42862  32.31864  0.33
H  25.01476  -10.70852  32.28398  0.35
H  24.73860  -14.27896  31.89274  0.28
H  25.24070  -12.98549  30.96590  0.31
H  23.65911  -12.86327  31.78790  0.27
H  24.20392  -9.86006  34.91196  0.23
H  24.68505  -11.29356  35.30016  0.29
C  17.92734  2.74481  21.63119  -1.67
C  18.80810  1.68042  20.87416  1.11
C  18.07858  0.43357  20.42028  -0.82
O  17.85059  -0.33352  21.63932  -0.30
C  18.72373  -1.40004  21.90760  -0.51
N  19.46170  2.37578  19.76872  -0.72
H  17.52771  2.39672  22.58368  0.33
H  17.02922  2.94345  21.04636  0.41
H  18.36582  3.72975  21.79159  0.41
H  19.65588  1.46903  21.52584  -0.04
H  18.39921  -0.02359  19.48417  0.37
H  17.11094  0.83138  20.11448  0.31
H  19.72513  -0.97782  21.82379  0.21
H  18.46440  -2.27243  21.30779  0.25
H  18.54484  -1.57508  22.96847  0.21
H  20.30798  1.94258  19.42776  0.24
H  19.55507  3.34314  20.04369  0.22
C  19.34955  6.42479  26.17237  -1.74
C  20.48600  5.64884  26.94810  1.21
C  19.73519  5.32732  28.33253  -1.31
C  20.25797  4.17743  29.17646  -0.87
C  20.42658  2.88119  28.28156  -1.36
C  21.29056  3.09863  26.97524  1.98
N  20.83097  4.40257  26.21775  0.33
O  21.60555  4.64615  25.13402  -0.49
C  22.74196  3.17314  27.41230  -1.86
C  21.05827  1.95504  26.08332  -2.04
C  21.68273  6.65644  27.31548  -1.52
H  18.86096  7.24530  26.69787  0.35
H  18.54034  5.70640  26.04124  0.46
H  19.58251  6.82981  25.18759  0.35
H  19.40231  6.17109  28.93699  0.60
H  18.70992  4.99045  28.17939  0.44
H  19.65902  3.89916  30.04361  0.43
H  21.24898  4.53006  29.46216  0.31
H  19.46547  2.38860  28.13416  0.50
H  20.94803  2.18659  28.94013  0.40
H  23.05165  2.25239  27.90666  0.46
H  23.34784  3.40015  26.53510  0.42
H  22.87513  4.01151  28.09605  0.36
H  21.95125  1.73052  25.50000  0.34
H  20.74666  1.04095  26.58874  0.38
H  20.30661  2.27797  25.36302  0.47
H  22.53731  6.19400  27.80940  0.30
H  21.35176  7.46649  27.96538  0.36
H  22.12066  7.00908  26.38170  0.38
H  21.01165  4.64171  24.37980  0.35
C  15.67076  -12.39080  31.61372  -1.85
C  15.69143  -13.34106  32.83505  1.74
C  14.24172  -13.58355  33.18526  -1.19
C  13.36005  -14.44890  32.34079  -0.74
C  14.13686  -15.78311  32.14298  -1.07
C  15.64224  -15.59850  31.69037  1.28
N  16.34747  -14.56577  32.41316  0.41
O  17.68523  -14.48613  32.15181  -0.47
C  16.30053  -16.97100  31.89227  -1.77
C  15.68669  -15.37006  30.13317  -1.66
C  16.39728  -12.56391  33.93921  -1.97
H  15.01474  -12.66376  30.78715  0.36
H  16.62989  -12.24160  31.11782  0.36
H  15.19243  -11.43766  31.83920  0.48
H  14.37913  -14.18704  34.08248  0.34
H  13.72555  -12.62740  33.27169  0.46
H  13.28185  -13.97844  31.36066  0.31
H  12.37332  -14.54499  32.79384  0.39
H  13.59474  -16.12512  31.26137  0.34
H  13.99198  -16.44263  32.99863  0.39
H  16.07951  -17.67850  31.09309  0.38
H  17.38764  -16.96758  31.97145  0.36
H  15.95610  -17.39778  32.83425  0.40
H  14.98402  -14.54677  30.00447  0.33
H  16.71184  -15.02932  29.98797  0.38
H  15.40327  -16.17642  29.45673  0.44
H  15.99744  -11.56198  34.09525  0.34
H  17.44372  -12.40677  33.67771  0.48
H  16.45447  -13.09202  34.89100  0.40
H  18.12348  -14.67110  32.98566  0.33
C  13.70027  -7.13481  28.64303  -2.04
C  13.69704  -6.71347  27.23661  2.00
C  14.49479  -5.33015  27.23424  -1.34
C  15.25901  -5.03104  25.98648  -1.02
C  16.21620  -6.26624  25.59701  -1.20
C  15.40556  -7.56234  25.43901  1.43
N  14.48481  -7.79331  26.56518  0.58
O  13.90556  -8.98936  26.48088  -0.51
C  14.55724  -7.54490  24.07700  -1.76
C  16.42585  -8.71592  25.50373  -2.04
C  12.29582  -6.53763  26.69843  -1.88
H  12.87191  -7.75296  28.98916  0.37
H  13.77885  -6.30472  29.34508  0.38
H  14.66035  -7.61663  28.82798  0.43
H  13.67287  -4.61659  27.29240  0.49
H  14.98859  -5.06909  28.17024  0.40
H  15.66490  -4.02725  26.11202  0.48
H  14.50511  -4.96240  25.20224  0.23
H  16.88720  -6.31707  26.45447  0.43
H  16.73444  -5.89754  24.71180  0.54
H  14.15943  -6.54085  23.92960  0.32
H  15.15302  -7.76535  23.19126  0.44
H  13.67458  -8.17746  23.98275  0.33
H  17.25309  -8.34148  24.90077  0.51
H  16.83286  -8.77778  26.51300  0.38
H  15.99890  -9.65542  25.15280  0.46
H  11.85214  -7.50262  26.45339  0.41
H  12.34284  -6.01533  25.74287  0.38
H  11.62809  -5.89818  27.27579  0.44
H  14.51136  -9.57560  26.94017  0.35
C  12.69652  1.08394  31.24079  -1.58
C  12.17659  0.07150  30.18869  1.57
C  10.72148  0.48738  29.69024  -1.17
C  10.64684  1.52872  28.51606  -0.87
C  11.58311  1.22391  27.38548  -1.25
C  13.02345  0.96159  27.77151  1.92
N  13.06081  -0.07932  28.89703  0.22
O  14.34003  -0.48134  29.24670  -0.44
C  13.68026  0.37175  26.45453  -1.99
C  13.75401  2.22829  28.13658  -1.95
C  11.89171  -1.22970  30.82434  -1.96
H  13.68304  0.91267  31.67154  0.36
H  12.09732  1.17979  32.14625  0.41
H  12.75130  2.02967  30.70161  0.34
H  10.12953  -0.33789  29.29448  0.46
H  10.21589  0.96717  30.52826  0.36
H  10.80765  2.54192  28.88439  0.39
H  9.64507  1.41251  28.10249  0.35
H  11.46719  2.06017  26.69604  0.42
H  11.17374  0.27507  27.03879  0.44
H  14.75561  0.54415  26.40952  0.45
H  13.54345  -0.69103  26.25489  0.41
H  13.19224  0.73698  25.55090  0.40
H  14.68179  1.92365  28.62085  0.42
H  14.18982  2.73633  27.27631  0.50
H  13.14461  2.87731  28.76547  0.27
H  10.93168  -1.24515  31.34029  0.37
H  12.73761  -1.37824  31.49553  0.38
H  11.92397  -1.98976  30.04372  0.44
H  14.51390  -1.11029  28.54259  0.34
C  25.34621  0.72891  19.43618  -1.59
C  25.22595  -0.73968  19.78904  1.53
C  26.47069  -1.74914  19.28155  -1.09
C  27.70793  -1.86156  20.27418  -0.80
C  27.07521  -2.21973  21.67409  -1.28
C  26.04032  -1.23390  22.21845  1.58
N  24.95973  -1.04393  21.19005  0.09
O  23.80163  -0.45479  21.72991  -0.30
C  25.51728  -1.87119  23.57024  -1.83
C  26.62966  0.15592  22.54921  -1.79
C  24.03691  -1.32676  19.02148  -1.85
H  25.61440  0.85125  18.38679  0.42
H  26.15397  1.23511  19.96475  0.29
H  24.47768  1.34093  19.67946  0.35
H  26.10205  -2.77079  19.18965  0.38
H  26.77619  -1.42038  18.28824  0.47
H  28.31720  -0.96161  20.35784  0.35
H  28.46432  -2.60618  20.02612  0.42
H  27.91034  -2.35974  22.36042  0.46
H  26.62619  -3.20750  21.57018  0.40
H  24.83259  -2.63686  23.20550  0.44
H  26.44831  -2.27134  23.97170  0.42
H  25.16033  -1.16585  24.32068  0.34
H  25.79014  0.81065  22.78288  0.42
H  27.26985  0.03399  23.42294  0.45
H  27.22629  0.70437  21.82028  0.27
H  23.09748  -0.79975  19.18833  0.29
H  23.89639  -2.35825  19.34458  0.48
H  24.10552  -1.42267  17.93788  0.38
H  24.12442  0.44498  21.81835  0.31
C  21.40504  -6.36868  31.90147  -1.88
C  20.70505  -6.65294  30.53482  1.42
C  19.15959  -6.29463  30.74043  -1.32
C  18.84648  -4.72643  30.66130  -0.95
C  19.52628  -4.02277  29.48783  -0.98
C  20.98831  -4.51545  29.20316  1.80
N  21.27334  -5.90967  29.47675  0.63
O  22.66779  -6.32688  29.34787  -0.52
C  21.17959  -4.39120  27.70685  -2.15
C  21.89598  -3.44833  29.88699  -1.91
C  20.84871  -8.17672  30.25940  -1.89
H  21.33906  -5.32226  32.19941  0.33
H  22.48698  -6.49173  31.85288  0.41
H  21.15956  -7.16900  32.59957  0.48
H  18.53987  -6.94192  30.11989  0.47
H  18.91529  -6.66839  31.73477  0.47
H  19.30681  -4.30427  31.55460  0.33
H  17.78946  -4.53955  30.85068  0.53
H  19.66278  -3.04771  29.95551  0.23
H  18.85263  -3.77429  28.66774  0.50
H  20.85926  -3.44184  27.27766  0.41
H  22.20014  -4.41998  27.32503  0.39
H  20.48586  -5.07069  27.21176  0.50
H  21.72167  -3.59398  30.95306  0.43
H  22.96062  -3.56590  29.68488  0.35
H  21.60486  -2.40644  29.75355  0.39
H  20.20269  -8.86167  30.80860  0.42
H  21.77463  -8.72734  30.42539  0.35
H  20.69157  -8.34900  29.19464  0.45
H  22.74031  -6.76980  28.49924  0.30
C  13.93509  -2.55572  39.65435  -1.61
C  13.06423  -3.13942  38.49665  1.45
C  13.21406  -2.14519  37.29772  -1.11
C  14.48011  -2.32171  36.42752  -0.75
C  14.65605  -3.80906  36.06078  -1.40
C  14.67994  -4.77144  37.32751  1.59
N  13.51070  -4.53903  38.10412  0.28
O  13.47803  -5.43931  39.20129  -0.50
C  14.68429  -6.15792  36.79413  -2.12
C  16.06827  -4.51403  37.97757  -1.65
C  11.59697  -3.07833  38.87415  -1.81
H  13.68477  -1.51856  39.87737  0.46
H  15.00166  -2.47865  39.44317  0.35
H  13.90162  -3.09607  40.60039  0.32
H  12.27834  -2.11585  36.73945  0.43
H  13.38456  -1.14522  37.69661  0.34
H  15.28656  -1.99937  37.08616  0.30
H  14.50609  -1.71348  35.52337  0.41
H  15.45849  -4.06287  35.36814  0.51
H  13.79060  -4.01646  35.43141  0.45
H  14.78985  -6.82748  37.64774  0.52
H  13.78909  -6.50288  36.27673  0.39
H  15.44214  -6.21484  36.01276  0.44
H  16.38489  -3.48630  38.15542  0.31
H  16.22550  -5.09753  38.88471  0.36
H  16.75642  -4.99688  37.28374  0.45
H  11.39189  -2.01177  38.96619  0.37
H  11.46435  -3.73141  39.73671  0.38
H  11.10586  -3.53853  38.01675  0.47
H  12.99932  -6.19367  38.85002  0.35

Computed properties:
DFT total energy: -4545.38675 Eh
total charge: 0
relative energy (zero: lowest compared OMol25 entry of this formula, charge and spin): 9.897 eV
HOMO: -7.78 eV
SMILES: CC1(C)CCCC(C)(C)N1O.CC1(C)CCCC(C)(C)N1O.CC1(C)CCCC(C)(C)N1O.CC1(C)CCCC(C)(C)N1O.CC1(C)CCCC(C)(C)N1O.CC1(C)CCCC(C)(C)N1O.CC1(C)CCCC(C)(C)N1O.COC[C@H](C)N.COC[C@H](C)N.COC[C@H](C)N.COC[C@H](C)N